No. 1
61
Properties=species:S:1:pos:R:3:forces:R:3 method="wB97M-V/def2-TZVPD" total_energy_ha=-2358.42983 max_force_ev_per_a=0.739 homo_lumo_gap_ev=6.3 charge=+2 homo_ev=-14.577
Rh 0.623 -0.789 0.753 0.0 0.3 0.7
C -2.590 -5.602 1.492 -0.1 -0.1 0.0
C -2.434 -4.372 2.109 0.1 0.1 0.0
C -1.442 -3.506 1.674 -0.1 0.0 0.1
C -0.618 -3.890 0.624 0.2 0.4 0.0
C -0.761 -5.131 0.005 0.1 -0.1 -0.1
C -1.753 -5.983 0.444 0.0 0.0 0.0
N 0.378 -2.951 0.212 -0.6 -0.2 -0.3
N 1.199 -3.352 -0.630 0.5 0.3 -0.2
C 2.170 -2.395 -1.030 -0.5 -0.3 0.1
C 3.165 -2.817 -1.873 0.3 -0.1 -0.2
C 4.164 -1.914 -2.233 -0.1 -0.2 0.0
C 4.123 -0.633 -1.725 0.0 0.1 0.1
C 3.072 -0.272 -0.894 0.1 -0.1 -0.1
N 2.102 -1.129 -0.569 0.1 0.1 0.0
H -3.368 -6.275 1.827 0.0 0.0 0.0
H -3.072 -4.090 2.936 0.0 0.0 0.0
H -1.294 -2.558 2.170 0.0 0.0 0.0
H -0.104 -5.413 -0.805 0.0 0.0 0.0
H -1.878 -6.949 -0.025 0.0 0.0 0.0
H 3.153 -3.841 -2.218 0.0 0.0 0.0
H 4.966 -2.222 -2.891 0.0 0.0 0.0
H 4.892 0.091 -1.952 0.0 0.0 0.0
H 2.999 0.721 -0.479 0.0 0.0 0.0
O -0.633 -0.497 2.361 0.0 0.0 0.1
S 0.384 0.308 3.141 -0.5 -0.2 0.0
O 0.480 0.009 4.515 0.3 0.1 -0.1
O 1.618 0.083 2.261 0.1 0.2 -0.1
C -0.042 1.974 2.876 0.0 0.2 0.0
C -0.166 2.831 3.954 0.0 -0.1 -0.1
C -0.500 4.158 3.710 0.0 0.0 0.0
C -0.690 4.603 2.412 0.0 0.0 0.0
C -0.546 3.735 1.334 0.0 0.0 0.0
C -0.225 2.403 1.557 0.1 0.0 0.1
P -0.117 1.278 0.150 0.0 -0.5 0.0
C -1.742 0.957 -0.527 0.0 0.0 -0.1
C -2.423 -0.241 -0.298 -0.1 0.0 0.0
C -3.680 -0.436 -0.849 0.0 0.0 0.0
C -4.265 0.563 -1.612 0.0 0.0 0.0
C -3.593 1.759 -1.839 0.0 0.0 0.0
C -2.331 1.958 -1.308 0.0 0.0 -0.1
C 0.886 2.048 -1.092 0.1 0.2 -0.1
C 1.886 2.960 -0.733 0.0 0.0 0.0
C 2.708 3.491 -1.713 0.0 0.0 0.0
C 2.540 3.112 -3.040 0.0 0.0 0.0
C 1.556 2.197 -3.397 0.0 0.0 0.0
C 0.727 1.659 -2.427 0.1 0.0 0.0
H -0.008 2.462 4.959 0.0 0.0 0.0
H -0.609 4.844 4.539 0.0 0.0 0.0
H -0.952 5.637 2.229 0.0 0.0 0.0
H -0.682 4.110 0.328 0.0 0.0 0.0
H -2.009 -1.020 0.326 0.0 0.0 0.0
H -4.207 -1.364 -0.670 0.0 0.0 0.0
H -5.251 0.414 -2.032 0.0 0.0 0.0
H -4.051 2.536 -2.437 0.0 0.0 0.0
H -1.809 2.884 -1.512 0.0 0.0 0.0
H 2.021 3.252 0.301 0.0 0.0 0.0
H 3.474 4.207 -1.444 0.0 0.0 0.0
H 3.177 3.539 -3.803 0.0 0.0 0.0
H 1.430 1.912 -4.433 0.0 0.0 0.0
H -0.045 0.952 -2.706 0.0 0.0 0.0

---

No. 2
68
Properties=species:S:1:pos:R:3:forces:R:3 method="wB97M-V/def2-TZVPD" total_energy_ha=-3297.28620 s_squared=2.0206 max_force_ev_per_a=1.146 homo_lumo_gap_ev="5.3 / 7.6" charge=-1 spin_multiplicity=3 homo_ev="-3.183 / -5.614"
Ti 0.696 1.466 -1.020 -0.7 0.2 -0.5
N -4.871 0.484 0.093 0.0 0.0 0.1
C -3.924 1.335 -0.408 -0.1 0.1 -0.1
N -2.742 1.475 0.038 0.2 -0.1 0.3
C -2.337 0.722 1.154 -0.8 -0.2 -0.2
N -1.161 0.769 1.646 0.7 0.0 -0.1
N -0.220 1.503 0.948 -0.1 0.2 0.5
C 0.680 2.085 1.747 -0.1 0.2 -0.1
C 1.621 2.972 1.178 -0.2 0.2 0.1
C 2.585 3.673 1.938 -0.1 -0.1 0.0
C 3.406 4.571 1.323 0.1 0.1 -0.1
C 3.294 4.790 -0.070 0.0 0.0 0.1
C 2.374 4.055 -0.767 -0.1 -0.2 0.0
N 1.541 3.171 -0.185 0.4 0.2 0.4
C -3.346 -0.156 1.815 0.3 0.3 -0.2
C -3.077 -0.887 2.968 0.1 0.0 0.1
C -4.040 -1.694 3.541 -0.1 0.0 -0.1
C -5.304 -1.788 2.955 0.1 -0.1 0.1
C -5.591 -1.074 1.811 0.0 0.1 -0.1
C -4.612 -0.255 1.246 -0.2 0.0 -0.1
H -5.791 0.476 -0.308 0.0 0.0 0.0
H -4.235 1.916 -1.275 0.0 0.0 0.0
H 0.625 1.935 2.820 0.1 0.0 0.0
H 2.664 3.475 2.999 0.0 0.0 0.0
H 4.153 5.103 1.899 0.0 0.0 0.0
H 3.935 5.489 -0.588 0.0 0.0 0.0
H 2.277 4.129 -1.842 0.0 0.0 0.0
H -2.087 -0.800 3.398 0.0 0.0 0.0
H -3.815 -2.252 4.440 0.0 0.0 0.0
H -6.063 -2.422 3.394 0.0 0.0 0.0
H -6.568 -1.143 1.345 0.0 0.0 0.0
O 1.576 1.465 -5.012 0.0 0.0 0.0
C 1.276 1.084 -3.894 0.2 0.2 0.2
O 1.697 1.604 -2.784 0.0 -0.3 -0.3
C 0.355 -0.146 -3.766 -0.3 0.1 0.2
C 0.777 -1.090 -2.625 -0.1 0.1 -0.1
C 0.180 -2.476 -2.834 -0.1 0.0 0.0
C -1.316 -2.215 -2.524 0.0 -0.1 0.0
C -1.308 -0.736 -2.145 0.1 0.0 0.1
O -0.013 -0.598 -1.496 -0.1 0.0 -0.4
C -1.153 0.157 -3.379 0.3 -0.1 -0.1
C -1.492 1.608 -3.026 0.2 0.2 0.1
O -2.385 2.181 -3.626 -0.1 -0.1 0.1
O -0.808 2.117 -2.049 -0.6 -0.1 -0.3
H 0.400 -0.655 -4.726 -0.1 0.0 0.0
H 1.833 -1.056 -2.379 0.0 0.0 0.1
H 0.611 -3.189 -2.132 0.0 0.0 0.0
H 0.352 -2.836 -3.847 0.0 0.0 0.0
H -1.657 -2.821 -1.685 0.0 0.0 0.0
H -1.971 -2.402 -3.375 0.0 0.0 0.0
H -2.090 -0.432 -1.458 0.0 0.0 0.1
H -1.839 -0.132 -4.172 0.0 -0.1 0.0
O 5.719 -2.277 0.040 0.2 -0.1 -0.1
S 5.064 -1.379 0.946 -0.3 0.2 -0.1
O 5.818 -0.810 2.026 0.2 0.0 0.1
N 4.280 -0.203 0.116 0.1 0.1 -0.1
C 2.993 -0.318 0.252 -0.5 -0.5 0.5
O 2.102 0.421 -0.254 1.1 -0.4 0.1
C 2.531 -1.465 1.129 0.2 0.5 -0.3
C 1.239 -1.810 1.467 -0.1 -0.2 0.1
C 1.073 -2.915 2.301 0.0 0.1 -0.1
C 2.176 -3.628 2.767 0.0 -0.1 0.1
C 3.473 -3.263 2.424 0.0 0.1 -0.1
C 3.614 -2.164 1.597 0.1 -0.3 0.2
H 0.402 -1.229 1.100 0.0 0.0 0.0
H 0.076 -3.221 2.593 0.0 0.0 0.0
H 2.020 -4.483 3.413 0.0 0.0 0.0
H 4.332 -3.810 2.790 0.0 0.0 0.0

---

No. 3
61
Properties=species:S:1:pos:R:3:forces:R:3 method="wB97M-V/def2-TZVPD" total_energy_ha=-4162.77810 s_squared=0.7590 max_force_ev_per_a=1.157 homo_lumo_gap_ev="7.3 / 6.7" charge=+1 spin_multiplicity=2 homo_ev="-10.760 / -10.900"
Ru -0.101 -0.397 0.724 -1.0 0.5 0.0
O 0.053 1.320 1.946 0.4 0.1 -0.2
N -0.941 1.536 2.746 -0.1 -0.2 0.0
N -1.793 0.616 2.761 0.2 0.2 0.0
O -1.675 -0.476 2.027 0.2 -0.4 0.1
C -2.968 0.719 3.596 0.0 0.0 0.0
C -3.948 -0.247 3.458 0.0 0.0 0.0
C -5.081 -0.159 4.255 0.0 0.0 0.0
C -5.216 0.877 5.165 0.0 0.0 0.0
C -4.217 1.836 5.283 0.0 0.0 0.0
C -3.080 1.766 4.498 0.0 0.0 0.0
H -3.820 -1.045 2.742 0.0 0.0 0.0
H -5.858 -0.904 4.157 0.0 0.0 0.0
H -6.098 0.938 5.788 0.0 0.0 0.0
H -4.323 2.646 5.991 0.0 0.0 0.0
H -2.298 2.505 4.582 0.0 0.0 0.0
S -1.424 -1.911 -0.302 0.9 -0.1 -0.2
C -1.205 -1.806 -2.054 -0.1 0.0 0.0
C -1.532 -2.911 -2.840 0.0 0.0 0.1
C -1.405 -2.843 -4.216 0.0 0.0 0.0
C -0.959 -1.676 -4.826 0.0 0.0 0.0
C -0.636 -0.574 -4.050 0.0 0.0 0.0
C -0.750 -0.639 -2.664 0.0 0.1 -0.1
As -0.267 0.817 -1.498 0.3 -0.4 0.0
C 0.161 2.231 -2.747 -0.2 0.3 0.2
C 1.443 2.400 -3.258 0.0 0.0 0.0
C 1.684 3.412 -4.177 0.0 0.0 0.0
C 0.655 4.254 -4.576 0.0 0.0 0.0
C -0.622 4.088 -4.060 0.0 0.0 0.0
C -0.870 3.081 -3.139 0.0 -0.1 0.0
C 1.529 0.186 -0.971 -0.1 -0.1 0.0
C 2.178 -0.899 -1.588 -0.1 0.0 0.1
C 3.460 -1.240 -1.216 0.0 0.0 0.0
C 4.112 -0.526 -0.207 0.0 0.0 0.0
C 3.489 0.538 0.415 0.0 0.0 0.0
C 2.200 0.903 0.031 0.1 0.0 -0.2
H -1.886 -3.816 -2.362 0.0 0.0 0.0
H -1.663 -3.704 -4.819 0.0 0.0 0.0
H -0.864 -1.624 -5.902 0.0 0.0 0.0
H -0.290 0.338 -4.520 0.0 0.0 0.0
H 2.251 1.747 -2.954 0.0 0.0 0.0
H 2.679 3.543 -4.581 0.0 0.0 0.0
H 0.851 5.045 -5.287 0.0 0.0 0.0
H -1.424 4.745 -4.368 0.0 0.0 0.0
H -1.866 2.955 -2.730 0.0 0.0 0.0
H 1.669 -1.459 -2.363 0.0 0.0 0.0
H 3.963 -2.064 -1.707 0.0 0.0 0.0
H 5.117 -0.806 0.083 0.0 0.0 0.0
H 3.997 1.092 1.194 0.0 0.0 0.0
H 1.729 1.767 0.484 0.0 0.0 0.0
C 3.232 -2.940 3.105 0.0 0.0 0.0
C 2.718 -3.438 1.920 0.0 0.0 0.0
C 1.692 -2.755 1.294 -0.1 -0.1 0.0
N 1.186 -1.625 1.797 -0.4 0.3 0.5
C 1.677 -1.141 2.951 0.0 -0.2 0.0
C 2.698 -1.773 3.631 0.0 0.0 0.0
H 4.028 -3.460 3.620 0.0 0.0 0.0
H 3.101 -4.346 1.479 0.0 0.0 0.0
H 1.235 -3.121 0.385 0.0 0.1 0.0
H 1.233 -0.226 3.315 0.0 0.0 0.0
H 3.061 -1.354 4.558 0.0 0.0 0.0